101
Properties=species:S:1:pos:R:3:forces:R:3:lowdin_charge:R:1 method="wB97M-V/def2-TZVPD" gap_ev=9.6 total_energy_ev=-64007.6155 lumo_ev=0.28 multiplicity=1 total_charge=0 relative_energy_kcal_mol=6.07
N 4.2033 -2.1315 -2.5667 0.48 0.09 -0.66 0.19
C 4.5678 -0.8732 -2.8742 -0.99 3.11 2.11 -0.62
N 5.3253 -0.6143 -3.9698 -0.04 -1.39 -0.15 0.15
O 4.2192 0.1461 -2.1694 0.25 -2.36 -1.27 -0.06
H 3.8324 -2.3726 -1.6441 0.26 -0.09 -0.24 0.07
H 4.6321 -2.8385 -3.1443 -0.30 -0.35 0.43 0.11
H 5.5645 -1.3556 -4.6335 -0.15 0.90 0.30 0.11
H 5.3372 0.3638 -4.1854 0.26 0.01 -0.41 0.11
N -1.4418 3.4738 5.0091 -0.27 0.71 0.14 0.18
C -2.0607 2.3559 4.6362 -1.18 -0.79 0.50 -0.71
N -1.2646 1.3508 4.2561 1.92 -1.56 -1.70 0.19
O -3.2793 2.2391 4.7410 -0.59 0.20 -0.11 -0.01
H -2.0657 4.1001 5.4536 -0.16 0.74 0.42 0.11
H -0.4532 3.6094 5.0095 0.51 0.11 -0.06 0.05
H -0.3287 1.6539 3.9843 -0.29 -0.24 0.23 0.09
H -1.5923 0.5683 3.6556 -0.42 0.85 0.74 0.08
N 1.0213 -4.5524 -0.2672 -0.87 0.13 0.11 0.17
C 1.7660 -3.4782 -0.5080 3.43 2.05 -0.61 -0.56
N 1.1746 -2.3290 -1.0323 0.29 -2.41 0.70 0.20
O 3.0283 -3.5689 -0.2582 -2.54 1.07 -0.89 -0.07
H 0.1873 -4.6806 -0.8286 -0.18 -0.46 0.46 0.08
H 1.5056 -5.2556 0.2667 -0.22 -0.31 -0.47 0.13
H 1.6662 -1.4696 -1.3073 -0.38 -0.64 0.33 0.08
H 0.2002 -2.4788 -1.2742 0.24 0.75 -0.13 0.09
N -0.4781 -2.1323 3.2510 1.35 -0.83 0.71 0.19
C -1.4871 -1.8522 2.4210 0.63 -0.10 -2.46 -0.67
N -1.3688 -2.3324 1.1220 0.25 -0.37 0.78 0.17
O -2.4058 -1.1043 2.6679 -0.99 0.88 0.99 0.01
H -0.3519 -1.6808 4.1350 -0.55 0.23 0.18 0.11
H 0.3614 -2.5799 2.9198 -0.15 -0.02 -0.24 0.10
H -2.1088 -1.9942 0.5348 -0.06 -0.23 -0.20 0.08
H -0.8433 -3.1544 0.8231 -0.30 0.58 0.35 0.06
N 0.6369 -1.4506 -4.7033 0.72 -2.39 -2.06 0.17
C 0.0583 -2.5170 -5.3953 -0.77 -0.85 -0.19 -0.60
N -1.3693 -2.5114 -5.4928 2.16 0.58 0.58 0.13
O 0.7069 -3.4542 -5.8692 -0.45 1.21 0.56 -0.01
H 0.1033 -0.8338 -4.1936 -1.57 1.41 1.38 0.02
H 1.6163 -1.5301 -4.4827 -0.16 -0.17 -0.12 0.09
H -1.8194 -3.1502 -6.1210 0.36 -0.04 -0.16 0.09
H -1.8350 -1.6559 -5.2582 -0.25 0.08 0.21 0.05
N -1.7223 0.5978 -1.3729 -1.34 -1.78 -0.59 0.21
C -2.4506 -0.0525 -2.3213 4.89 0.19 -0.71 -0.67
N -3.7470 0.0613 -2.3369 -1.71 0.47 1.56 0.21
O -1.7978 -0.6868 -3.1794 -0.93 -0.32 0.12 -0.03
H -1.9858 1.3998 -0.9140 -1.52 1.72 1.40 0.01
H -0.7666 0.4657 -1.4132 2.24 -0.50 -0.43 0.04
H -4.1069 0.7576 -1.7167 -0.51 0.34 0.40 0.10
H -4.1100 0.0162 -3.2335 -1.11 -0.28 -1.70 0.10
N -4.2229 1.1633 2.2842 0.04 0.78 -1.83 0.20
C -3.9010 2.1774 1.4645 -0.12 0.46 -0.61 -0.62
N -4.1053 3.4444 2.0218 0.78 0.43 -0.71 0.14
O -3.5388 2.0863 0.2747 -0.33 -0.28 0.78 -0.03
H -4.3898 1.4466 3.2091 -0.05 -0.31 1.52 0.06
H -3.9859 0.2358 2.0139 0.25 -0.56 0.18 0.08
H -3.7920 3.5926 2.9710 -0.26 -0.43 0.31 0.06
H -3.6599 4.1267 1.4121 -0.33 -0.14 0.10 0.09
C -0.1186 3.1256 -3.2199 1.04 0.64 -0.06 -0.07
C -0.5689 3.6727 -1.8755 0.52 -1.15 1.25 -0.31
O 0.2218 4.7077 -1.2499 -0.70 0.93 -0.47 -0.10
H -0.7493 2.2689 -3.4694 0.29 -0.07 0.06 0.07
H 0.9480 2.8815 -3.2097 -0.18 -0.56 0.26 0.07
H -0.1543 3.8307 -4.0510 -0.54 0.34 0.14 0.07
H -0.5524 2.8395 -1.1227 0.16 0.54 -0.76 0.08
H -1.6055 3.8862 -1.9736 -0.99 0.87 0.16 0.10
H -0.2912 5.5367 -1.0664 0.50 -1.43 -0.54 0.10
C 0.2927 4.8805 2.5518 -0.18 0.57 0.72 -0.07
C 1.4059 4.9835 3.6177 -0.81 0.81 -0.65 -0.31
O 1.2716 3.9379 4.5231 -1.65 -1.60 -0.84 -0.08
H 0.5664 5.6761 1.8135 -0.78 -0.72 0.38 0.09
H -0.7683 4.9282 2.9557 1.40 0.35 -0.54 0.08
H 0.4084 3.8960 2.0960 -0.06 0.10 -0.27 0.06
H 1.4703 5.9475 4.1267 -0.33 0.10 -0.02 0.12
H 2.2836 4.8832 3.0277 1.27 -0.17 -0.25 0.10
H 1.7796 3.9238 5.2981 1.49 0.57 1.32 0.08
C 3.7006 -1.1918 2.9397 0.44 -1.30 0.07 -0.09
C 4.6789 -2.1083 2.1549 0.35 0.25 0.43 -0.33
O 4.2328 -3.4433 2.0266 -0.10 0.23 0.12 -0.11
H 3.2932 -1.7002 3.8294 0.25 0.04 -0.26 0.07
H 2.8790 -1.0180 2.2513 -0.26 0.56 0.12 0.04
H 4.2195 -0.2958 3.2807 -0.26 0.23 -0.28 0.07
H 5.6898 -2.1457 2.6205 -0.65 0.13 -0.11 0.11
H 4.7941 -1.6235 1.1767 0.17 -0.23 -0.06 0.10
H 3.7833 -3.5505 1.1590 0.20 0.12 0.42 0.00
C -3.8576 -3.4905 -1.5064 0.26 -0.09 0.30 -0.08
C -2.6767 -4.3987 -1.9048 -1.12 0.22 -0.94 -0.29
O -1.7119 -4.5174 -0.8773 0.63 -0.23 0.88 -0.14
H -4.2887 -3.8219 -0.5550 -0.05 -0.08 -0.12 0.07
H -4.6952 -3.4127 -2.2523 1.11 -0.05 0.52 0.10
H -3.3805 -2.5250 -1.3133 -0.60 0.20 -0.20 0.04
H -2.1388 -3.8497 -2.7230 -0.46 -1.03 0.39 0.12
H -3.0633 -5.4031 -2.1813 0.52 0.56 -0.26 0.12
H -1.9228 -5.1345 -0.1477 -0.44 0.46 -0.83 0.12
C 0.6884 0.8844 0.9125 -0.70 -1.40 1.47 -0.10
C 1.7220 1.3107 -0.0701 0.50 -0.01 -0.06 -0.29
O 1.4914 0.6026 -1.2921 0.29 -0.12 -0.22 -0.13
H 0.8943 1.1051 1.9848 0.42 -0.01 -0.73 0.07
H 0.6073 -0.2239 0.8269 -0.29 0.63 0.23 0.07
H -0.2995 1.3368 0.7611 0.16 -0.19 -0.35 0.06
H 2.7641 1.1019 0.2668 -0.71 0.34 -0.08 0.13
H 1.5324 2.3565 -0.2450 0.66 0.74 -0.22 0.09
H 2.3460 0.5897 -1.7657 -0.02 0.01 -0.01 0.05

95
Properties=species:S:1:pos:R:3:forces:R:3:lowdin_charge:R:1 method="wB97M-V/def2-TZVPD" gap_ev="5.5 / 3.0" total_energy_ev=-74525.4234 lumo_ev="2.15 / 1.10" multiplicity=1 total_charge=-1
Mg -0.5334 -0.2689 -1.0868 -0.46 0.11 0.60 0.64
C -3.3510 -0.2362 -0.5774 0.02 0.14 -0.06 -0.19
C -3.8194 0.9626 -0.0660 0.06 0.03 -0.15 -0.15
C -3.4681 2.0038 -0.9676 0.02 -0.10 0.11 -0.17
C -2.7663 1.4565 -2.0259 -0.03 -0.09 -0.03 -0.18
C -2.6397 0.0425 -1.8073 -0.34 -0.02 0.14 -0.29
H -3.5465 -1.2183 -0.1703 0.02 0.06 0.00 0.07
H -4.3434 1.0935 0.8711 0.02 -0.02 0.00 0.09
H -3.6694 3.0551 -0.8109 0.02 0.00 -0.04 0.09
H -2.3940 1.9843 -2.8938 0.03 0.01 0.04 0.09
H -2.6034 -0.6624 -2.6348 0.23 -0.04 0.07 0.09
C 1.1782 -3.8452 -1.3182 -0.03 0.17 0.10 -0.24
P 0.5931 -2.6708 -0.0327 -0.39 -0.35 0.08 1.01
C 1.7738 -3.0676 1.3492 0.22 0.72 -0.04 -0.41
N 1.8483 -4.3318 1.6769 -0.36 -0.17 -0.30 0.10
C 2.5656 -4.6602 2.7855 0.16 -0.13 0.29 -0.22
C 2.5856 -5.9947 3.2371 -0.04 0.15 -0.11 -0.04
C 3.2698 -6.3214 4.3794 0.14 -0.02 0.19 -0.11
C 3.9594 -5.3284 5.1031 -0.04 -0.23 -0.01 -0.11
C 3.9550 -4.0250 4.6789 -0.05 0.08 -0.05 -0.03
C 3.2590 -3.6634 3.5054 -0.02 -0.16 0.04 -0.23
N 3.3006 -2.3818 3.0593 0.18 0.29 0.01 0.09
C 2.5711 -2.0575 1.9996 -0.41 -0.03 -0.21 -0.42
P 2.4391 -0.2672 1.4904 0.19 -0.10 -0.02 1.00
C 3.1966 0.5176 2.9692 -0.09 -0.25 0.08 -0.31
C 3.9236 -0.1633 0.2982 -0.16 0.03 -0.04 -0.71
C 3.9594 1.2455 -0.2959 0.11 -0.07 0.01 -0.12
C 5.2468 -0.4702 0.9968 0.04 -0.02 0.04 -0.11
C 3.7244 -1.1723 -0.8305 -0.01 -0.06 0.08 -0.12
C -1.0530 -3.4521 0.4879 0.03 0.16 0.12 -0.70
C -1.5913 -2.5518 1.6110 0.13 0.00 -0.05 -0.10
C -1.9620 -3.3769 -0.7498 0.12 0.01 0.02 -0.11
C -1.0635 -4.9039 0.9671 0.10 0.04 -0.07 -0.10
H 1.3288 -4.8286 -0.8766 -0.02 -0.03 0.00 0.04
H 2.1186 -3.4845 -1.7270 0.08 0.03 -0.03 0.03
H 0.4540 -3.8805 -2.1300 0.00 -0.01 0.00 0.03
H 2.0389 -6.7400 2.6711 0.01 0.05 -0.02 0.10
H 3.2748 -7.3472 4.7278 0.03 0.03 0.02 0.09
H 4.5024 -5.6000 6.0004 -0.02 -0.01 0.00 0.09
H 4.4770 -3.2491 5.2256 -0.01 0.01 -0.05 0.11
H 4.1091 0.0115 3.2682 0.02 -0.04 0.04 0.02
H 2.4882 0.4524 3.7951 0.08 0.03 -0.01 0.02
H 3.3724 1.5658 2.7390 -0.01 -0.01 0.00 0.00
H 3.9982 2.0135 0.4796 0.02 -0.01 -0.02 0.05
H 3.0711 1.4385 -0.8941 -0.03 0.00 -0.06 0.04
H 4.8467 1.3445 -0.9370 -0.09 0.00 0.06 0.09
H 5.5521 0.3493 1.6496 0.02 -0.04 -0.02 0.07
H 6.0292 -0.6034 0.2404 -0.03 0.03 0.03 0.08
H 5.1899 -1.3844 1.5947 0.02 0.06 -0.04 0.07
H 2.7600 -1.0324 -1.3166 -0.09 -0.01 -0.09 0.04
H 3.7881 -2.1967 -0.4529 0.00 0.00 -0.05 0.07
H 4.5026 -1.0420 -1.5900 -0.02 0.01 0.03 0.09
H -1.6984 -1.5117 1.2879 -0.04 -0.04 0.06 0.05
H -0.9219 -2.5683 2.4764 -0.03 -0.01 -0.03 0.08
H -2.5758 -2.8988 1.9380 0.00 0.00 -0.04 0.09
H -1.8872 -2.4266 -1.2838 -0.09 -0.07 0.00 0.03
H -3.0043 -3.5031 -0.4466 0.01 0.00 -0.01 0.09
H -1.7206 -4.1726 -1.4575 0.00 0.03 0.02 0.08
H -0.5249 -5.0339 1.8991 0.08 -0.01 0.08 0.06
H -0.6294 -5.5780 0.2256 0.00 0.01 0.05 0.07
H -2.1070 -5.2004 1.1271 0.04 0.01 -0.04 0.08
C -0.8265 2.0963 0.9933 0.18 -0.16 -0.05 -0.25
Si 0.8806 2.8772 1.4008 -0.20 0.15 0.03 0.77
C 0.9750 4.3971 0.1614 -0.20 0.15 0.03 -0.67
C -0.2028 5.3835 0.2541 0.04 -0.06 -0.06 -0.11
C 2.2793 5.1698 0.3684 0.03 -0.02 -0.02 -0.12
C 0.9774 3.8283 -1.2604 -0.01 -0.05 -0.02 -0.13
C 0.5061 3.4951 3.2363 -0.13 0.17 0.03 -0.66
C 1.7568 4.0743 3.9013 0.03 -0.08 0.04 -0.12
C -0.6259 4.5282 3.3889 0.05 -0.10 0.03 -0.12
C 0.0665 2.2384 4.0000 0.05 -0.10 -0.03 -0.13
H -1.6669 2.6688 1.4106 0.05 -0.19 -0.18 0.03
H -0.8997 1.0820 1.4153 0.01 0.07 -0.01 0.01
H -1.0031 2.0474 -0.0914 -0.03 0.01 0.09 -0.01
H -0.1655 5.9745 1.1696 -0.02 -0.01 -0.09 0.05
H -1.1671 4.8628 0.2220 0.08 0.07 0.00 0.07
H -0.1805 6.0921 -0.5925 0.03 -0.12 0.09 0.08
H 2.3344 5.6155 1.3660 0.01 0.00 -0.06 0.06
H 2.3606 5.9848 -0.3679 0.03 -0.07 0.06 0.08
H 3.1467 4.5109 0.2464 -0.04 0.08 0.01 0.06
H 0.0190 3.3597 -1.5103 0.11 0.05 -0.01 0.06
H 1.7575 3.0754 -1.3969 -0.05 0.05 -0.04 0.05
H 1.1509 4.6374 -1.9865 -0.02 -0.08 0.04 0.08
H 2.0549 5.0161 3.4323 0.00 -0.04 0.04 0.06
H 2.6049 3.3863 3.8289 -0.04 0.05 0.05 0.05
H 1.5701 4.2762 4.9685 0.04 -0.01 -0.10 0.08
H -0.3181 5.5180 3.0478 -0.04 -0.07 0.06 0.05
H -0.9115 4.6261 4.4509 0.05 -0.05 -0.13 0.08
H -1.5241 4.2379 2.8325 0.08 0.08 0.08 0.06
H 0.7593 1.4051 3.8370 -0.15 0.11 0.09 0.04
H -0.9243 1.9086 3.6720 0.07 0.02 0.06 0.07
H 0.0142 2.4415 5.0802 0.01 -0.03 -0.07 0.08
O 0.0963 -1.1884 -2.8250 0.28 0.13 -0.26 -0.20
N 0.8233 -0.2045 -3.1039 0.08 -0.11 -0.28 -0.16
O 0.8055 0.6891 -2.2154 0.25 0.00 -0.12 -0.18

18
Properties=species:S:1:pos:R:3:forces:R:3:lowdin_charge:R:1 method="wB97M-V/def2-TZVPD" gap_ev=8.6 total_energy_ev=-11259.2082 lumo_ev=-9.76 multiplicity=1 total_charge=+2 relative_energy_kcal_mol=76.38
C -1.4084 -1.0751 0.7325 1.21 -3.77 -0.99 0.01
C -2.2621 -0.0731 1.2343 0.57 2.22 1.35 0.01
C 1.5268 1.5946 0.0365 0.20 1.49 2.36 -0.22
N -1.0117 -2.1299 0.4285 -1.01 2.76 0.65 0.10
N 0.7162 0.6719 -0.7220 0.39 -0.25 -1.23 0.14
N -0.6763 -3.2297 -0.1565 2.06 2.02 2.10 0.20
N 1.1388 0.5001 -1.8868 0.67 2.74 4.64 0.29
O 2.6395 2.0721 -0.6827 -1.31 -1.42 -0.18 0.00
H -1.7009 0.9394 1.3777 -1.26 -1.80 -0.21 0.14
H -2.7074 -0.4588 2.1773 0.13 0.55 -0.48 0.14
H -3.0164 -0.0015 0.4542 -0.39 0.40 0.02 0.12
H 1.7008 0.9774 1.0694 -0.03 1.39 -2.34 0.21
H 0.8884 2.5289 0.3100 0.42 -1.75 -0.22 0.19
H -1.2607 -3.5547 -0.8110 -2.62 -1.64 -2.89 0.10
H 0.0543 -3.7429 0.2432 0.98 -1.00 0.64 0.14
H 0.8887 -0.2132 -2.4539 -1.85 -2.82 -2.34 0.14
H 1.9375 1.0568 -2.0559 1.88 0.87 -1.29 0.13
H 3.3381 2.5107 -0.1860 -0.05 0.02 0.42 0.15

17
Properties=species:S:1:pos:R:3:forces:R:3:lowdin_charge:R:1 method="wB97M-V/def2-TZVPD" gap_ev=10.4 total_energy_ev=-9335.9402 lumo_ev=0.92 multiplicity=1 total_charge=0 relative_energy_kcal_mol=70.27
N 1.1256 0.5430 -1.9562 1.62 1.26 -2.09 -0.04
C 0.3150 -0.6595 -1.8936 -1.03 -1.50 0.37 -0.31
C 0.0731 -1.0628 -0.4359 0.64 1.48 2.24 -0.25
N -0.6317 0.1267 0.1981 2.12 -0.52 1.42 -0.09
C -0.5802 0.0133 1.7086 -0.43 -0.25 -0.77 -0.20
C -0.9798 1.2972 2.4694 1.63 0.39 -1.94 -0.27
O -0.9078 1.2905 3.6562 -0.55 0.42 0.93 0.04
H 0.7675 1.2387 -2.6524 -0.18 -0.87 1.14 0.09
H 2.0481 0.3528 -2.4297 -1.13 -0.10 1.11 0.09
H 0.9115 -1.5552 -2.2318 -1.11 0.86 -0.84 0.12
H -0.7330 -0.4289 -2.3101 1.71 -0.91 0.00 0.13
H 1.0932 -1.1182 0.0911 -1.03 -0.24 -0.80 0.12
H -0.4456 -2.0099 -0.1654 0.08 0.61 -0.89 0.12
H 0.1172 0.7938 0.0246 -0.39 0.69 -0.48 0.06
H -1.4049 -0.6569 1.8390 -0.44 -0.72 0.96 0.10
H 0.3486 -0.4533 2.2376 -1.27 0.91 -1.19 0.15
H -1.1167 2.2887 1.8505 -0.25 -1.51 0.82 0.14

24
Properties=species:S:1:pos:R:3:forces:R:3:lowdin_charge:R:1 method="wB97M-V/def2-TZVPD" gap_ev=8.3 total_energy_ev=-9000.9913 lumo_ev=-4.75 multiplicity=1 total_charge=+1 relative_energy_kcal_mol=30.30
C -0.9188 1.1998 -0.8782 -0.13 -0.15 -0.53 -0.21
C -0.2764 1.9353 0.0202 -0.06 0.04 -0.13 -0.17
C -0.7265 2.2009 1.4234 0.36 -0.54 0.09 -0.08
C -0.5160 1.1051 -2.3300 0.19 -0.29 0.03 -0.09
H -1.8430 0.6871 -0.6235 -0.08 0.04 0.19 0.11
H 0.6197 2.4413 -0.3233 0.06 0.17 0.05 0.11
H 0.1145 2.5305 2.0267 -0.02 0.19 0.12 0.08
H -1.5023 2.9589 1.4470 -0.06 0.15 0.05 0.09
H -1.1136 1.2941 1.8951 -0.19 0.09 -0.04 0.06
H 0.2296 1.8503 -2.5882 0.09 0.12 0.01 0.08
H -1.3677 1.2293 -2.9960 -0.08 0.07 0.05 0.08
H -0.0826 0.1282 -2.6055 -0.13 0.06 0.02 0.05
C -0.5534 -1.7430 1.5635 -0.17 0.01 -0.02 -0.06
C 0.8402 -1.3864 1.1003 0.20 0.01 -0.11 -0.17
C 1.7688 -1.9471 -1.0844 -0.10 -0.02 -0.03 0.19
N 0.8915 -1.3694 -0.3807 0.02 0.11 0.41 0.05
H -1.2817 -1.0625 1.1223 -0.04 0.06 0.05 0.07
H -0.8253 -2.7574 1.2744 0.04 -0.03 0.08 0.09
H -0.6200 -1.6459 2.6476 0.04 -0.06 -0.09 0.10
H 1.1317 -0.3844 1.4237 -0.06 -0.05 -0.02 0.13
H 1.5952 -2.1003 1.4315 -0.05 0.06 0.04 0.13
H 1.7166 -1.8652 -2.1618 0.11 -0.02 -0.05 0.12
H 2.5476 -2.5131 -0.5845 -0.01 -0.03 -0.13 0.13
H 0.1716 -0.7861 -0.8196 0.07 0.03 -0.03 0.11

19
Properties=species:S:1:pos:R:3:forces:R:3:lowdin_charge:R:1 method="wB97M-V/def2-TZVPD" gap_ev=7.0 total_energy_ev=-68097.9252 lumo_ev=2.44 multiplicity=1 total_charge=-1 relative_energy_kcal_mol=31.48
C -3.5593 -0.1963 0.0448 -1.08 0.83 3.21 -0.16
C 2.4687 1.5476 -0.9378 1.69 -2.12 -2.62 -0.25
C -2.0815 -0.2355 0.4760 -1.94 -0.13 -0.77 -1.42
C 3.2191 0.6778 0.0199 -0.26 2.11 1.25 -1.33
O 0.7458 -1.9462 1.0459 0.91 -1.57 -1.19 -0.26
O 0.8178 -2.2465 -1.3344 -0.12 -0.76 -1.36 -0.46
O -1.4722 -1.1075 -0.2162 1.34 -1.38 -0.37 -0.33
P 0.5405 -1.1755 -0.3729 -0.74 0.35 0.17 0.60
S 3.5742 1.2811 1.5142 0.13 -1.11 -0.91 0.61
Cl -1.9596 -0.4645 2.2875 0.01 -0.19 0.94 0.52
Cl -1.4758 1.4260 0.1834 0.65 1.71 -0.08 0.53
Cl 3.5084 -0.8589 -0.6040 0.88 -0.51 0.16 0.70
H -3.4977 -0.0945 -0.9713 -0.18 -0.04 -2.66 0.03
H -4.1387 -1.0525 0.3750 0.45 -0.62 -0.26 0.07
H -4.1895 0.6422 0.4362 1.02 -0.22 -0.10 0.08
H 1.6456 0.8811 -1.3223 0.44 1.34 0.19 0.02
H 3.1951 1.8388 -1.7814 -0.94 -0.86 0.75 0.10
H 2.2655 2.4704 -0.5245 -1.20 1.59 1.14 0.02
H 0.3936 -1.3872 1.6818 -1.06 1.59 2.53 -0.07

Please write out number 5 again, unchanged.
24
Properties=species:S:1:pos:R:3:forces:R:3:lowdin_charge:R:1 method="wB97M-V/def2-TZVPD" gap_ev=8.3 total_energy_ev=-9000.9913 lumo_ev=-4.75 multiplicity=1 total_charge=+1 relative_energy_kcal_mol=30.30
C -0.9188 1.1998 -0.8782 -0.13 -0.15 -0.53 -0.21
C -0.2764 1.9353 0.0202 -0.06 0.04 -0.13 -0.17
C -0.7265 2.2009 1.4234 0.36 -0.54 0.09 -0.08
C -0.5160 1.1051 -2.3300 0.19 -0.29 0.03 -0.09
H -1.8430 0.6871 -0.6235 -0.08 0.04 0.19 0.11
H 0.6197 2.4413 -0.3233 0.06 0.17 0.05 0.11
H 0.1145 2.5305 2.0267 -0.02 0.19 0.12 0.08
H -1.5023 2.9589 1.4470 -0.06 0.15 0.05 0.09
H -1.1136 1.2941 1.8951 -0.19 0.09 -0.04 0.06
H 0.2296 1.8503 -2.5882 0.09 0.12 0.01 0.08
H -1.3677 1.2293 -2.9960 -0.08 0.07 0.05 0.08
H -0.0826 0.1282 -2.6055 -0.13 0.06 0.02 0.05
C -0.5534 -1.7430 1.5635 -0.17 0.01 -0.02 -0.06
C 0.8402 -1.3864 1.1003 0.20 0.01 -0.11 -0.17
C 1.7688 -1.9471 -1.0844 -0.10 -0.02 -0.03 0.19
N 0.8915 -1.3694 -0.3807 0.02 0.11 0.41 0.05
H -1.2817 -1.0625 1.1223 -0.04 0.06 0.05 0.07
H -0.8253 -2.7574 1.2744 0.04 -0.03 0.08 0.09
H -0.6200 -1.6459 2.6476 0.04 -0.06 -0.09 0.10
H 1.1317 -0.3844 1.4237 -0.06 -0.05 -0.02 0.13
H 1.5952 -2.1003 1.4315 -0.05 0.06 0.04 0.13
H 1.7166 -1.8652 -2.1618 0.11 -0.02 -0.05 0.12
H 2.5476 -2.5131 -0.5845 -0.01 -0.03 -0.13 0.13
H 0.1716 -0.7861 -0.8196 0.07 0.03 -0.03 0.11